Record 1
C30H22N6O4Os | ωB97M-V/def2-TZVPD

Output
* expectation value of S²: 6.08
* spin multiplicity: 5
* charge: +2
* gap between HOMO and LUMO (spin up / spin down): 6.0511 / 3.3596 eV
* E: -1875.9625 Ha
* LUMO (spin up / spin down): -6.236 / -9.261 eV
* HOMO energy (spin up / spin down): -12.288 / -12.620 eV
* ΔE to the lowest compared entry with this formula, charge and spin: 0.819 eV
* largest force on an atom: 2.55 eV/A

Geometry (Å):
Os: 0.39 0.40 0.03
C: 3.13 -1.36 2.85
C: 2.45 -1.03 1.68
N: 1.51 -0.10 1.63
C: 1.15 0.56 2.76
C: 1.78 0.27 4.00
C: 2.80 -0.70 4.01
C: 1.37 0.98 5.15
C: 0.39 1.94 5.05
C: -0.22 2.24 3.84
C: 0.11 1.57 2.66
N: -0.39 1.73 1.40
C: -1.43 2.48 0.91
C: -2.26 3.39 1.57
C: -3.30 4.04 0.91
C: -3.57 3.82 -0.42
C: -2.75 2.94 -1.16
C: -2.95 2.68 -2.53
C: -2.12 1.80 -3.18
C: -1.08 1.19 -2.46
N: -0.88 1.41 -1.17
C: -1.69 2.28 -0.50
H: 3.90 -2.12 2.83
H: 2.68 -1.54 0.75
H: 3.32 -0.91 4.94
H: 1.84 0.75 6.10
H: 0.09 2.48 5.94
H: -0.95 3.03 3.85
H: -2.13 3.61 2.62
H: -3.92 4.72 1.47
H: -4.40 4.31 -0.91
H: -3.75 3.17 -3.06
H: -2.24 1.56 -4.22
H: -0.40 0.50 -2.94
O: -1.02 -1.02 1.55
C: -1.49 -2.15 1.46
C: -1.72 -2.89 0.25
C: -2.46 -4.08 0.29
C: -2.80 -4.71 -0.89
C: -2.46 -4.17 -2.14
C: -1.68 -3.06 -2.20
C: -1.22 -2.39 -1.02
O: -0.37 -1.46 -1.13
N: -3.54 -5.97 -0.85
O: -3.79 -6.43 0.23
O: -3.82 -6.45 -1.92
H: -1.79 -2.66 2.39
H: -2.77 -4.50 1.23
H: -2.82 -4.67 -3.03
H: -1.37 -2.65 -3.15
N: 5.31 0.70 -4.05
C: 4.29 0.59 -3.20
C: 3.35 -0.45 -3.27
C: 2.32 -0.51 -2.36
N: 2.15 0.39 -1.38
C: 3.05 1.40 -1.30
C: 4.10 1.53 -2.16
H: 5.45 0.03 -4.79
H: 5.97 1.46 -3.96
H: 3.41 -1.20 -4.05
H: 1.59 -1.30 -2.40
H: 2.89 2.12 -0.50
H: 4.77 2.37 -2.06


Record 2
C30H22N7O3Pd | ωB97M-V/def2-TZVPD

Output
* spin multiplicity: 1
* charge: +1
* gap between HOMO and LUMO: 5.9917 eV
* E: -1892.9706 Ha
* LUMO: -4.808 eV
* HOMO energy: -10.800 eV
* ΔE to the lowest compared entry with this formula, charge and spin: 0.000 eV
* largest force on an atom: 0.21 eV/A

Geometry (Å):
Pd: 0.28 0.29 -0.29
C: 2.95 -2.90 0.63
C: 2.04 -1.88 0.04
N: 1.34 -1.05 0.74
N: 1.37 -1.10 2.09
C: 0.16 -0.86 2.63
O: -0.89 -0.64 1.99
C: 0.15 -0.83 4.13
C: 1.32 -0.84 4.87
C: 1.27 -0.74 6.25
C: 0.04 -0.64 6.90
C: -1.13 -0.65 6.16
C: -1.08 -0.74 4.78
C: 1.76 -1.85 -1.40
C: 2.42 -2.66 -2.31
C: 2.01 -2.68 -3.63
C: 0.94 -1.89 -4.01
C: 0.34 -1.09 -3.05
N: 0.74 -1.05 -1.78
H: 2.94 -2.82 1.71
H: 3.97 -2.76 0.27
H: 2.64 -3.91 0.35
H: 2.27 -0.93 4.36
H: 2.19 -0.74 6.83
H: 0.00 -0.57 7.98
H: -2.09 -0.59 6.66
H: -1.98 -0.75 4.18
H: 3.24 -3.28 -1.97
H: 2.52 -3.31 -4.35
H: 0.57 -1.89 -5.02
H: -0.50 -0.48 -3.32
N: -7.67 4.63 4.00
C: -6.70 4.28 3.49
C: -5.49 3.84 2.85
C: -4.65 4.77 2.24
C: -3.49 4.34 1.62
C: -3.16 2.99 1.61
C: -4.00 2.06 2.23
C: -5.16 2.49 2.85
C: -1.92 2.49 0.97
C: -0.84 2.22 1.73
C: -0.58 2.62 3.11
C: 0.72 2.41 3.34
C: 1.26 1.79 2.13
N: 0.35 1.67 1.21
C: -1.87 2.36 -0.49
C: -2.75 3.13 -1.37
C: -2.38 2.87 -2.62
C: -1.31 1.84 -2.57
N: -1.02 1.64 -1.16
H: -4.91 5.82 2.26
H: -2.83 5.07 1.16
H: -3.72 1.02 2.23
H: -5.82 1.77 3.33
H: -1.31 3.07 3.77
H: 1.29 2.62 4.23
H: 2.27 1.44 1.98
H: -3.54 3.79 -1.03
H: -2.79 3.26 -3.54
H: -1.71 0.91 -2.99
O: -0.98 1.50 -5.05
N: -0.01 1.95 -4.59
O: -0.08 2.18 -3.20


Record 3
C30H23ClN10O9Ti | ωB97M-V/def2-TZVPD

Output
* expectation value of S²: 2.03
* spin multiplicity: 3
* charge: -2
* gap between HOMO and LUMO (spin up / spin down): 3.9877 / 6.5763 eV
* E: -3691.6521 Ha
* LUMO (spin up / spin down): 4.187 / 4.186 eV
* HOMO energy (spin up / spin down): 0.199 / -2.390 eV
* largest force on an atom: 1.12 eV/A

Geometry (Å):
Ti: 0.79 0.83 0.29
O: 1.96 -3.84 -2.13
C: 1.56 -3.06 -3.15
C: 1.61 -3.58 -4.44
C: 1.20 -2.82 -5.52
C: 0.74 -1.52 -5.34
C: 0.70 -0.99 -4.06
C: 1.09 -1.74 -2.95
C: 0.99 -1.14 -1.61
O: 0.46 0.04 -1.46
N: 1.36 -1.86 -0.58
N: 1.09 -1.17 0.59
C: 0.87 -1.91 1.69
C: 0.10 -1.43 2.76
C: -0.01 -2.13 3.98
C: -0.82 -1.71 5.02
C: -1.58 -0.55 4.89
C: -1.51 0.17 3.69
C: -0.68 -0.22 2.65
O: -0.63 0.52 1.54
H: 1.83 -3.28 -1.30
H: 1.97 -4.59 -4.57
H: 1.25 -3.24 -6.52
H: 0.44 -0.92 -6.19
H: 0.37 0.02 -3.88
H: 1.23 -2.94 1.71
H: 0.58 -3.04 4.10
H: -0.86 -2.29 5.94
H: -2.24 -0.22 5.69
H: -2.09 1.08 3.54
O: -2.70 5.47 -1.90
C: -3.66 4.60 -1.64
O: -4.84 4.89 -1.68
C: -3.21 3.20 -1.38
C: -4.00 2.07 -1.34
Cl: -5.68 1.94 -1.65
N: -3.20 0.98 -1.14
N: -1.92 1.38 -1.03
C: -1.90 2.69 -1.15
C: -0.57 3.38 -1.01
O: -0.48 4.55 -1.45
O: 0.31 2.68 -0.48
C: -3.44 -0.43 -0.91
C: -2.33 -1.27 -0.95
C: -2.49 -2.61 -0.67
C: -3.75 -3.13 -0.38
C: -4.85 -2.29 -0.35
C: -4.70 -0.93 -0.62
H: -1.77 5.07 -1.78
H: -1.35 -0.86 -1.16
H: -1.61 -3.25 -0.67
H: -3.87 -4.18 -0.15
H: -5.83 -2.67 -0.11
H: -5.57 -0.28 -0.56
N: 1.39 1.70 5.43
N: 1.41 2.17 4.11
N: 1.14 3.42 3.78
C: 1.16 3.33 2.44
N: 1.43 2.09 2.03
N: 1.60 1.36 3.11
H: 0.63 2.22 5.87
H: 1.07 0.73 5.34
H: 0.97 4.15 1.78
O: 4.12 1.58 1.89
C: 4.12 1.05 0.80
C: 5.39 0.39 0.25
C: 5.02 0.02 -1.17
C: 3.61 0.58 -1.32
O: 3.07 0.69 -2.40
N: 3.08 0.96 -0.10
H: 5.62 -0.46 0.90
H: 6.21 1.10 0.34
H: 4.97 -1.05 -1.35
H: 5.66 0.46 -1.93


Q: What is the spin multiplicity in the third record?
A: 3


Q: Look up the largest force on an atom of the second one.
A: 0.21 eV/A


Q: Among the records above, which one has the highest largest force on an atom?
A: C30H22N6O4Os


Please write out number 1 again, unchanged.
C30H22N6O4Os | ωB97M-V/def2-TZVPD

Output
* expectation value of S²: 6.08
* spin multiplicity: 5
* charge: +2
* gap between HOMO and LUMO (spin up / spin down): 6.0511 / 3.3596 eV
* E: -1875.9625 Ha
* LUMO (spin up / spin down): -6.236 / -9.261 eV
* HOMO energy (spin up / spin down): -12.288 / -12.620 eV
* ΔE to the lowest compared entry with this formula, charge and spin: 0.819 eV
* largest force on an atom: 2.55 eV/A

Geometry (Å):
Os: 0.39 0.40 0.03
C: 3.13 -1.36 2.85
C: 2.45 -1.03 1.68
N: 1.51 -0.10 1.63
C: 1.15 0.56 2.76
C: 1.78 0.27 4.00
C: 2.80 -0.70 4.01
C: 1.37 0.98 5.15
C: 0.39 1.94 5.05
C: -0.22 2.24 3.84
C: 0.11 1.57 2.66
N: -0.39 1.73 1.40
C: -1.43 2.48 0.91
C: -2.26 3.39 1.57
C: -3.30 4.04 0.91
C: -3.57 3.82 -0.42
C: -2.75 2.94 -1.16
C: -2.95 2.68 -2.53
C: -2.12 1.80 -3.18
C: -1.08 1.19 -2.46
N: -0.88 1.41 -1.17
C: -1.69 2.28 -0.50
H: 3.90 -2.12 2.83
H: 2.68 -1.54 0.75
H: 3.32 -0.91 4.94
H: 1.84 0.75 6.10
H: 0.09 2.48 5.94
H: -0.95 3.03 3.85
H: -2.13 3.61 2.62
H: -3.92 4.72 1.47
H: -4.40 4.31 -0.91
H: -3.75 3.17 -3.06
H: -2.24 1.56 -4.22
H: -0.40 0.50 -2.94
O: -1.02 -1.02 1.55
C: -1.49 -2.15 1.46
C: -1.72 -2.89 0.25
C: -2.46 -4.08 0.29
C: -2.80 -4.71 -0.89
C: -2.46 -4.17 -2.14
C: -1.68 -3.06 -2.20
C: -1.22 -2.39 -1.02
O: -0.37 -1.46 -1.13
N: -3.54 -5.97 -0.85
O: -3.79 -6.43 0.23
O: -3.82 -6.45 -1.92
H: -1.79 -2.66 2.39
H: -2.77 -4.50 1.23
H: -2.82 -4.67 -3.03
H: -1.37 -2.65 -3.15
N: 5.31 0.70 -4.05
C: 4.29 0.59 -3.20
C: 3.35 -0.45 -3.27
C: 2.32 -0.51 -2.36
N: 2.15 0.39 -1.38
C: 3.05 1.40 -1.30
C: 4.10 1.53 -2.16
H: 5.45 0.03 -4.79
H: 5.97 1.46 -3.96
H: 3.41 -1.20 -4.05
H: 1.59 -1.30 -2.40
H: 2.89 2.12 -0.50
H: 4.77 2.37 -2.06